(1)
# CH5BO6

A 2-piece molecular cluster, CH5BO6 overall in a non-equilibrium geometry (ωB97M-V/def2-TZVPD, the Open Molecules 2025 dataset).

Last column: Löwdin charge in e.
Cartesian coordinates (Å):
O1 0.88 0.46 -2.48  0.14
C1 0.13 0.59 -1.55  -0.57
O2 -1.21 0.80 -1.58  0.12
O3 0.36 0.35 -0.24  0.15
B1 1.24 -0.68 0.41  -0.80
O4 0.64 -1.11 1.49  0.25
O5 2.47 -1.03 0.13  0.25
H1 -1.57 0.94 -2.50  0.16
H2 -0.11 -0.53 1.56  0.03
H3 2.94 -0.81 -0.74  0.17
O6 -1.68 0.00 1.89  -0.07
H4 -1.49 0.87 1.39  0.10
H5 -2.60 0.16 2.23  0.08

## Properties
Orbital gap in eV: 11.4196
2S+1: 1
Energy relative to the best compared isomer or geometry (same formula, charge and spin) in kcal/mol: 0.00
HOMO in Ha: -0.411
Calculated total energy in eV: -14083.3306

=====

(2)
# C2F6NNiO4S2

C2F6NNiO4S2 as an isolated structure in a non-equilibrium geometry (ωB97M-V/def2-TZVPD, the Open Molecules 2025 dataset).

Last column: Löwdin charge in e.
Cartesian coordinates (Å):
Ni1 -0.87 -2.43 1.31  0.66
N1 -0.27 0.29 0.22  -0.28
S1 -1.43 -0.32 -0.70  0.77
O1 -1.26 -0.06 -2.11  -0.20
O2 -1.72 -1.71 -0.24  -0.32
C1 -2.91 0.68 -0.13  -0.70
F1 -2.62 1.96 -0.30  0.20
F2 -3.14 0.44 1.14  0.19
F3 -3.94 0.34 -0.87  0.21
S2 1.33 0.07 0.29  1.10
O3 1.96 1.38 0.14  -0.17
C2 2.69 -1.15 -0.04  -0.70
F4 3.51 -1.18 0.99  0.22
F5 2.23 -2.37 -0.25  0.19
F6 3.36 -0.81 -1.12  0.20
O4 0.42 -1.11 1.31  -0.36

## Properties
Orbital gap (alpha / beta) in eV: 7.5925 / 6.7965
Net charge: +1
2S+1: 3
Energy relative to the best compared isomer or geometry (same formula, charge and spin) in kcal/mol: 0.00
HOMO (alpha / beta) in Ha: -0.539 / -0.511
<S²>: 2.01
Calculated total energy in eV: -90756.3095

=====

(3)
# H3OPS

The molecule H3OPS in a non-equilibrium geometry (ωB97M-V/def2-TZVPD, the Open Molecules 2025 dataset).

Last column: Löwdin charge in e.
Cartesian coordinates (Å):
O1 1.17 0.20 -0.47  -0.43
P1 -0.28 0.21 0.23  0.22
S1 -1.14 -1.47 -0.33  0.12
H1 1.13 -0.77 -1.05  0.14
H2 -0.72 1.44 -0.09  -0.05
H3 -0.15 0.39 1.71  0.01

## Properties
Orbital gap in eV: 10.0020
2S+1: 1
Energy relative to the best compared isomer or geometry (same formula, charge and spin) in kcal/mol: 6.10
HOMO in Ha: -0.343
Calculated total energy in eV: -22220.0729

=====

(4)
# C28H99N7O18

A 18-piece molecular cluster, C28H99N7O18 overall in a non-equilibrium geometry (ωB97M-V/def2-TZVPD, the Open Molecules 2025 dataset).

Last column: Löwdin charge in e.
Cartesian coordinates (Å):
C1 20.54 -11.80 24.07  -0.07
C2 21.88 -11.36 24.73  -0.37
C3 22.99 -11.48 23.59  -0.18
O1 24.36 -11.29 23.93  -0.23
C4 24.87 -11.73 25.23  -0.06
N1 21.76 -9.99 25.32  0.05
H1 19.72 -11.90 24.79  0.08
H2 20.62 -12.76 23.55  0.05
H3 20.23 -11.10 23.30  0.06
H4 22.16 -12.10 25.48  0.11
H5 22.79 -10.79 22.76  0.11
H6 22.83 -12.50 23.26  0.11
H7 25.95 -11.69 25.26  0.09
H8 24.54 -12.76 25.36  0.08
H9 24.49 -11.21 26.11  0.08
H10 21.19 -9.45 24.68  0.00
H11 22.69 -9.60 25.25  0.05
C5 27.42 -13.18 17.51  -0.05
C6 26.64 -13.29 18.87  -0.41
C7 27.53 -13.69 20.02  -0.19
O2 26.89 -13.54 21.29  -0.19
C8 25.90 -14.46 21.64  -0.11
N2 26.00 -12.00 19.08  0.04
H12 28.27 -12.54 17.73  0.08
H13 26.86 -12.84 16.64  0.07
H14 27.92 -14.08 17.15  0.07
H15 25.95 -14.10 18.66  0.14
H16 28.36 -13.00 20.13  0.13
H17 28.04 -14.66 19.96  0.13
H18 25.70 -14.48 22.71  0.09
H19 26.16 -15.43 21.20  0.09
H20 24.92 -14.25 21.21  0.07
H21 25.64 -12.01 20.02  0.07
H22 26.71 -11.29 19.19  0.10
C9 16.53 -8.82 24.91  -0.03
C10 17.27 -9.37 23.65  -0.39
C11 16.33 -10.12 22.70  -0.23
O3 16.93 -10.69 21.56  -0.20
C12 16.08 -11.49 20.68  -0.07
N3 17.77 -8.27 22.83  0.04
H23 15.94 -9.51 25.51  0.07
H24 15.82 -8.04 24.63  0.07
H25 17.13 -8.35 25.69  0.07
H26 18.03 -10.13 23.85  0.12
H27 15.53 -9.46 22.37  0.13
H28 15.95 -11.02 23.20  0.12
H29 16.51 -11.82 19.73  0.06
H30 15.10 -11.08 20.46  0.08
H31 15.98 -12.48 21.14  0.07
H32 16.91 -7.79 22.62  0.08
H33 18.02 -8.58 21.91  0.06
C13 20.14 -15.20 16.86  -0.06
C14 18.66 -15.41 17.16  -0.39
C15 18.32 -16.85 17.67  -0.19
O4 18.52 -17.73 16.59  -0.20
C16 18.33 -19.06 16.96  -0.11
N4 18.21 -14.36 18.07  0.05
H34 20.39 -14.26 16.36  0.07
H35 20.60 -15.98 16.25  0.08
H36 20.75 -15.13 17.76  0.07
H37 18.18 -15.23 16.20  0.10
H38 17.28 -16.95 17.98  0.11
H39 18.92 -17.11 18.54  0.12
H40 17.35 -19.19 17.43  0.08
H41 19.09 -19.29 17.71  0.09
H42 18.40 -19.59 16.01  0.10
H43 18.58 -13.42 17.97  0.05
H44 18.49 -14.64 18.99  0.02
C17 16.29 -16.08 21.09  -0.07
C18 17.59 -16.67 21.62  -0.41
C19 18.73 -15.62 21.86  -0.14
O5 19.24 -15.05 20.64  -0.24
C20 20.33 -14.17 20.80  -0.10
N5 17.26 -17.52 22.80  0.03
H45 16.44 -15.88 20.03  0.05
H46 16.17 -15.11 21.57  0.07
H47 15.43 -16.75 21.12  0.08
H48 17.91 -17.31 20.80  0.12
H49 19.49 -16.22 22.36  0.12
H50 18.35 -14.82 22.49  0.12
H51 20.66 -13.67 19.89  0.06
H52 21.22 -14.67 21.18  0.09
H53 20.07 -13.40 21.52  0.07
H54 16.61 -16.94 23.32  0.06
H55 16.63 -18.28 22.59  0.06
C21 14.63 -13.39 12.24  -0.05
C22 15.55 -14.29 13.00  -0.50
C23 16.29 -13.72 14.16  -0.25
O6 17.08 -12.67 13.68  -0.15
C24 17.89 -12.09 14.73  -0.07
N6 14.88 -15.50 13.40  0.04
H56 13.88 -13.12 12.98  0.08
H57 14.20 -13.87 11.36  0.08
H58 15.16 -12.48 11.95  0.08
H59 16.29 -14.61 12.26  0.14
H60 16.74 -14.56 14.69  0.11
H61 15.64 -13.38 14.97  0.12
H62 18.69 -12.74 15.10  0.07
H63 17.32 -11.83 15.62  0.07
H64 18.32 -11.16 14.36  0.09
H65 14.23 -15.17 14.10  0.07
H66 15.58 -16.08 13.84  0.07
C25 23.95 -7.69 22.71  -0.06
C26 25.33 -8.00 22.24  -0.47
C27 26.37 -7.68 23.26  -0.18
O7 26.12 -6.29 23.65  -0.21
C28 27.31 -5.64 24.16  -0.09
N7 25.41 -9.39 21.88  0.06
H67 24.04 -7.73 23.79  0.09
H68 23.20 -8.45 22.48  0.05
H69 23.49 -6.78 22.33  0.08
H70 25.48 -7.43 21.33  0.14
H71 27.35 -7.83 22.81  0.12
H72 26.30 -8.27 24.17  0.13
H73 27.05 -4.72 24.69  0.08
H74 27.87 -5.35 23.27  0.08
H75 27.92 -6.31 24.76  0.08
H76 24.63 -9.65 21.28  0.03
H77 25.23 -9.93 22.72  0.04
O8 19.18 -8.80 16.91  -0.03
H78 20.06 -8.45 16.77  0.06
H79 19.32 -9.72 17.13  0.02
O9 20.62 -8.26 23.50  -0.07
H80 20.88 -7.91 22.65  -0.01
H81 19.67 -8.14 23.53  0.00
O10 25.89 -10.38 16.76  -0.08
H82 25.92 -10.90 17.56  -0.04
H83 25.05 -9.94 16.79  -0.05
O11 20.35 -11.07 18.28  -0.04
H84 20.17 -11.20 19.21  0.04
H85 21.22 -11.44 18.15  0.02
O12 16.81 -8.05 17.84  -0.05
H86 17.61 -8.40 17.45  -0.02
H87 16.23 -8.81 17.91  0.01
O13 18.56 -7.12 19.69  -0.04
H88 18.49 -6.16 19.73  0.06
H89 17.89 -7.38 19.06  -0.01
O14 15.55 -10.72 17.50  -0.04
H90 14.66 -10.43 17.70  0.05
H91 15.48 -11.66 17.39  0.04
O15 23.95 -8.67 16.79  -0.03
H92 24.04 -8.05 17.51  0.06
H93 24.38 -8.25 16.05  0.07
O16 22.79 -12.27 19.37  -0.06
H94 22.86 -11.46 19.87  -0.02
H95 23.69 -12.50 19.16  0.01
O17 22.95 -9.74 20.12  -0.03
H96 22.26 -9.15 20.41  0.04
H97 23.27 -9.36 19.31  0.06
O18 20.95 -7.35 20.86  -0.04
H98 20.09 -7.40 20.45  -0.01
H99 21.23 -6.44 20.73  0.06

## Properties
Orbital gap in eV: 8.3831
2S+1: 1
Energy relative to the best compared isomer or geometry (same formula, charge and spin) in kcal/mol: 14.82
HOMO in Ha: -0.312
Calculated total energy in eV: -77922.6825